The following is a DFT calculation (ωB97M-V/def2-TZVPD) of C36H54N8O13 as an isolated structure in a non-equilibrium geometry.

Last column: Löwdin charge in e.
Positions of all 111 atoms, in Å:
C  3.1088  -2.5086  -1.2699  -0.050
H  -2.5219  0.3832  -1.5922  0.101
H  1.2244  0.5405  4.1934  0.151
H  2.6572  1.0615  -0.6871  -0.013
C  1.2727  -0.2977  5.1170  -0.007
H  -2.9592  1.4192  -2.9133  0.104
H  -4.6204  -5.2072  -1.6395  0.132
C  2.8138  1.9760  -0.7600  -0.017
C  -2.0691  -2.3070  -4.5705  0.045
C  -0.8238  0.0694  -4.6002  -0.169
O  0.3530  -0.8163  0.5294  -0.045
H  3.6222  5.0316  0.5195  0.018
H  2.0482  -1.0235  4.8003  0.079
H  -2.1230  5.0903  -0.1864  0.072
N  -3.0983  2.0821  0.5050  0.078
H  2.5619  -1.8910  -0.7109  -0.009
H  -1.5665  2.4472  2.8357  0.074
H  -0.7265  2.2522  -2.0465  0.030
N  3.6056  -2.1639  -2.6431  -0.137
C  -1.2639  -2.5472  -3.3310  -0.091
H  2.5191  -3.4040  -1.0176  0.087
H  -0.7978  3.5652  1.6046  0.094
O  2.0264  0.4827  8.5523  0.001
N  1.5263  0.5150  6.3151  -0.194
O  1.9846  -5.4133  0.8715  -0.084
H  2.7514  -5.1313  4.5906  0.078
H  3.0918  -6.3320  2.2490  0.124
H  -2.8486  3.7889  -2.5426  0.160
C  3.2994  3.6645  -2.7511  -0.123
C  2.1862  -3.0253  2.3126  -0.010
H  -2.4228  -0.6587  -6.0284  0.025
H  -3.6836  5.8047  -0.7039  0.183
C  -3.2113  3.1116  1.4687  -0.407
C  3.7329  4.7119  -1.5941  0.048
C  3.3487  -4.3991  3.9991  -0.097
C  -0.0547  -0.3103  -3.4658  0.054
H  3.4005  -3.3892  4.6939  0.131
C  -3.2191  3.7181  -1.4612  -0.119
C  -1.0601  2.2906  -1.0558  0.030
N  -4.8237  -2.1630  -0.9381  -0.321
O  -0.4984  -0.5782  2.4097  -0.045
C  -2.6201  -5.5304  -0.8748  0.015
O  3.4991  3.1830  -4.9261  0.112
C  -1.2377  -3.5243  0.1615  -0.033
H  -4.1042  1.0091  -1.5579  0.075
N  3.4252  4.0225  -4.1043  -0.385
H  -1.4516  -3.4960  -2.8598  0.060
H  4.4348  -4.8702  4.1816  0.120
C  3.0159  2.9142  0.2357  -0.032
H  1.8752  -1.0138  7.2652  0.107
H  -4.0613  3.3331  3.5913  0.110
H  -0.6325  -5.4685  0.1843  0.031
H  -3.5629  5.2124  1.5049  0.104
O  -4.7155  -1.0085  -0.5912  0.046
H  0.3649  2.2756  5.9098  0.118
C  2.9649  2.3186  -2.3034  0.090
H  2.3309  -2.3790  -4.7065  0.147
C  4.5621  -1.2631  -2.9323  -0.392
C  -1.7815  -0.8946  -5.3154  0.118
O  -0.4577  2.2742  -4.4194  0.045
C  -0.2790  -1.6864  -2.7324  -0.002
H  -4.6834  4.2675  0.7817  0.091
H  -0.6550  3.2468  -0.6629  0.079
H  2.6610  -2.8623  1.3165  0.098
C  -3.8325  -4.5498  -1.0771  0.043
N  -0.7398  1.3330  -5.1743  -0.381
H  3.9961  -2.3551  -0.5680  0.111
H  -1.7828  3.9573  3.0135  0.100
O  -3.1049  0.8204  0.8221  0.173
H  -0.4171  -3.3262  0.9235  0.097
C  -1.7192  3.2628  2.1439  0.037
C  3.3342  4.3937  -0.1901  -0.023
H  2.5493  -2.2920  3.0212  0.068
N  0.1278  -0.0958  1.4678  -0.657
H  -4.3180  3.5613  -1.6307  0.140
H  2.1801  -3.6200  -3.2891  0.056
H  3.6499  -3.4875  -4.1221  0.033
O  5.3466  -0.7813  -2.1488  0.007
O  -5.8639  -2.7095  -1.4830  0.012
N  2.7223  -4.3055  2.7107  -0.198
C  2.8789  -2.9387  -3.7245  -0.056
H  -2.8000  -6.4303  -0.9466  -0.024
C  2.0519  -0.0072  7.4203  -0.349
H  0.4351  0.3791  -2.9516  0.026
O  -1.0659  1.4848  -6.3287  0.101
H  0.4850  -0.7009  5.4073  0.001
C  -3.0568  4.7821  -0.4524  -0.164
H  -0.6425  1.2503  -0.2963  0.186
H  1.6012  2.5241  7.0504  0.031
C  -2.6292  2.3612  -0.9138  -0.429
H  2.7234  2.7344  1.2813  0.089
H  2.0145  2.2675  5.3378  0.098
C  -3.6726  -3.1079  -0.7552  -0.090
O  3.2177  5.2614  -4.3809  0.019
C  1.4376  1.9481  6.2505  -0.055
C  -3.6904  4.4041  0.9083  -0.133
C  2.7048  -5.3925  1.9558  -0.258
C  -1.4026  -4.9593  -0.2364  -0.012
H  -2.2858  -1.5945  0.2603  0.049
H  1.1753  -2.9939  2.4690  0.057
H  3.8600  5.8467  -1.8679  0.120
C  -2.3459  -2.5819  -0.1151  0.038
C  -3.1132  1.3231  -1.8431  -0.056
C  -4.1303  2.6783  2.6880  0.003
H  -2.8130  -2.8715  -5.0729  0.062
H  4.6938  -1.0734  -4.1203  0.170
H  0.1537  -1.7771  -1.6810  0.091
H  2.8372  1.5862  -3.0547  0.071
H  -5.2252  2.6527  2.5474  0.095
O  0.6834  1.0068  1.6327  -0.070
H  -3.8418  1.6324  2.9085  0.089

The frontier orbital gap is 4.865 eV. As for the charge: 0. The calculation puts the HOMO energy at -8.84 eV. The energy relative to the best compared isomer or geometry (same formula, charge and spin) comes out at 48.4 kcal per mole. The total energy comes out at -2819.11906 Ha.